# C27H57N3O18S3

A molecular structure, C27H57N3O18S3 (ωB97M-V/def2-TZVPD, the Open Molecules 2025 dataset).

Computed properties:
Lowest unoccupied orbital energy ... 0.092 eV
2S+1 ... 1
Frontier orbital gap ... 9.373 eV

Each line ends with the Löwdin charge.
CARTESIAN COORDINATES (ANGSTROEM)
C: -2.511848 -3.944828 4.448283  -0.220
O: -4.458591 4.134495 -1.001652  -0.220
H: 0.050465 4.297564 -3.731902  0.038
O: -0.366961 -2.145198 -4.044235  -0.221
S: -1.553716 -2.733643 -4.587925  0.652
C: 3.866725 -3.029133 2.078233  -0.171
H: 2.392643 6.480991 -3.961279  0.139
H: -0.192941 0.843299 6.181065  0.133
H: 1.649324 -3.731547 0.400263  0.067
C: 4.061104 -4.007352 0.929236  -0.224
H: -0.818388 5.382507 0.644746  0.136
C: 3.057532 5.652300 -4.189214  -0.146
O: -2.685738 -2.933896 5.445834  -0.144
H: -2.836611 4.600491 -8.069870  0.076
H: 0.808517 -0.815383 4.058712  0.072
H: 5.458599 -1.611904 2.844148  0.103
O: -3.121766 4.732332 -5.551594  0.046
O: 2.360168 4.419975 -4.070717  -0.221
O: 5.418710 -4.397450 1.132874  -0.146
C: 0.765427 -3.910216 1.003508  -0.016
H: 0.451094 0.588236 1.839339  0.080
H: -0.982026 -5.551762 -0.008771  0.130
H: -2.766957 -1.311933 -2.187699  0.109
O: -0.863720 0.183768 -1.054986  -0.151
H: 6.786768 -3.488843 2.297058  0.113
H: 0.053620 1.977614 -0.959528  0.083
C: -3.245129 -1.768059 4.775028  -0.173
H: 0.003508 -1.343865 5.386668  0.077
O: -1.498505 -3.906949 -5.393166  -0.217
N: -0.461809 -6.017781 0.712173  0.007
H: -1.600018 3.245161 2.310300  0.126
H: 1.992598 1.281684 0.084595  0.113
C: 0.414923 -0.025329 0.943590  -0.138
H: -2.576202 2.898919 -7.764592  0.078
C: -0.907735 3.852994 -3.986212  -0.043
H: 2.905771 -2.516150 2.023408  0.084
O: 1.342781 3.778306 -1.927970  -0.243
H: -2.561516 -0.935090 4.950469  0.102
H: -4.356356 -1.960481 -2.808939  0.126
H: -1.267900 -2.688225 3.102506  0.102
C: -3.269298 -2.047991 3.264263  -0.142
H: 3.436529 -4.893765 1.033900  0.105
S: 2.563848 3.650751 -2.657925  0.663
H: -4.224952 -2.449156 2.924485  0.113
N: -1.023422 3.872019 -5.453299  0.022
H: -1.200589 3.940060 -8.076604  0.068
O: 1.213687 -5.879190 2.203497  0.033
O: 1.478700 1.629373 3.641827  0.029
H: 0.047683 -8.012219 1.283316  0.085
C: -1.003829 0.036709 0.370671  -0.171
H: 3.864663 -3.598728 -0.069914  0.121
C: -2.237650 -3.188823 3.234081  -0.212
O: -2.007912 4.485743 -0.724874  -0.188
C: -3.060210 -0.857476 -4.269836  -0.192
N: 0.397936 0.717913 5.376755  0.001
H: -3.436364 -4.532973 4.372798  0.129
C: -0.809320 -7.371190 1.103117  -0.065
H: 0.725112 -3.289666 1.895597  0.066
H: 6.742230 -2.969388 0.563203  0.114
O: 3.646365 4.748978 -2.118673  -0.199
C: 6.155020 -3.208815 1.450770  -0.184
C: 1.322803 0.470404 -0.188913  -0.127
H: 0.602776 3.931074 4.492395  0.078
O: -3.105495 3.100406 0.898595  -0.197
S: -3.235225 3.467379 -0.673336  0.628
H: 1.770446 -0.805338 5.637442  0.093
C: 0.815769 -0.656452 5.141677  -0.047
H: -2.920723 -1.220018 2.653538  0.094
H: -1.402933 -7.796620 0.294976  0.084
C: -2.144142 4.241234 -6.081951  -0.569
C: 0.852334 1.769731 4.680436  -0.568
H: -4.236553 -1.616261 5.198465  0.115
H: -1.413005 -7.298964 2.011166  0.085
H: 0.005375 -3.473404 0.338101  0.082
H: -2.557313 4.720784 2.027980  0.131
H: -0.884722 2.845345 -3.577233  0.085
H: -1.496449 0.946985 0.737405  0.100
H: 4.976027 -1.359767 1.239931  0.103
C: 0.308230 0.942461 -1.234267  -0.231
C: 5.123734 -2.163956 1.967332  -0.151
C: -3.308428 -1.774102 -3.010860  -0.126
H: -0.270444 3.390479 -5.908372  0.130
H: -2.209116 -3.773013 2.303108  0.114
O: 3.168633 2.351381 -2.776080  -0.212
H: -0.311187 3.767744 0.208366  0.108
H: 4.384866 6.525452 -2.739601  0.135
H: -1.702621 -0.776526 0.559900  0.109
O: -2.643257 -2.974388 -3.404478  -0.214
C: 4.195928 5.545183 -3.170633  -0.154
O: -2.527631 -1.644012 -5.308113  -0.182
C: -2.170390 3.893438 -7.577694  -0.010
H: 3.518044 5.598128 -5.174384  0.138
H: 0.695683 -1.060843 1.135212  0.079
C: -1.185154 4.376262 0.445583  -0.153
H: 3.812192 -3.583597 3.016271  0.123
C: 0.393215 3.113170 5.178416  -0.011
H: -1.635814 4.533258 -3.558333  0.086
C: 0.497746 -5.336392 1.364636  -0.555
H: 0.737965 1.002967 -2.232020  0.117
O: -2.955402 2.278651 -1.443436  -0.240
H: 0.726983 3.305366 6.196658  0.082
H: -2.368096 -0.042666 -4.014012  0.118
H: 5.089886 5.034968 -3.525690  0.135
H: -3.869111 -0.177544 -4.547987  0.133
C: -2.086054 3.855036 1.553779  -0.155
H: -0.703502 3.163127 5.191427  0.079
H: 1.836946 -0.366319 -0.663840  0.112
H: -1.696883 -4.628014 4.699495  0.129

Atomic forces in eV per Å
0.26 -0.51 1.18
0.97 0.09 0.94
-0.07 -0.03 -0.06
-0.81 -0.11 -0.49
-1.45 -0.02 0.51
-0.72 0.34 -0.01
-0.03 0.05 -0.35
0.13 0.40 0.01
0.43 -0.39 0.50
0.19 -0.65 0.94
-0.11 -0.03 0.13
1.23 -0.82 0.06
-0.05 0.23 -0.35
0.02 0.00 0.03
0.96 0.19 0.04
-0.07 -0.49 0.35
0.22 0.16 0.32
-0.30 -1.46 0.27
-0.30 0.14 -0.60
-1.48 1.11 -1.10
0.38 -0.20 0.12
-0.08 -0.04 -0.01
-0.28 -0.11 0.28
0.15 -1.06 -0.12
0.40 0.06 -0.31
-0.05 0.06 -0.23
0.15 -0.36 0.05
0.27 0.05 0.96
0.04 0.73 0.38
0.13 0.14 -0.16
0.10 -0.17 -0.21
0.20 -0.19 0.05
-0.16 -0.61 -0.03
-0.03 -0.06 0.33
0.78 0.92 -0.61
0.25 0.45 -0.13
0.80 0.04 0.06
-0.25 0.15 0.34
0.03 -0.30 0.01
0.27 -0.30 1.13
0.31 -1.13 0.33
0.12 -0.09 0.08
0.66 0.88 0.10
-0.13 0.38 0.00
0.66 -0.30 1.80
0.09 0.03 0.19
-0.53 0.12 -0.02
0.40 0.18 0.12
0.21 0.26 0.00
-0.11 0.96 -0.92
0.28 0.34 0.01
0.58 1.05 -3.15
-0.59 -0.18 0.24
-0.06 2.30 1.48
-0.54 -0.82 0.95
0.06 -0.01 -0.18
-0.62 0.30 -0.14
0.46 -0.14 0.10
0.06 0.56 0.21
-0.81 -1.00 0.47
-0.26 -0.50 0.78
-0.72 -0.23 -0.78
0.81 -0.18 0.09
-0.21 -0.05 -0.62
-0.58 -1.42 -1.49
-0.02 -0.68 -0.23
-0.84 0.39 -1.16
-0.35 0.17 0.03
-0.06 -0.09 0.13
-0.74 -0.75 -1.56
-0.43 0.25 -1.01
0.05 0.40 0.00
0.03 -0.42 0.01
-0.30 -0.29 0.17
-0.08 -0.19 0.17
-0.56 -0.03 0.08
-0.07 0.05 0.05
-0.14 -0.23 -0.24
0.11 1.61 1.11
0.16 0.26 -0.94
1.11 1.10 -1.48
-0.23 0.04 -0.57
-0.73 -0.18 0.18
-0.51 1.51 -0.38
-0.21 -0.28 0.07
0.40 -0.11 -0.01
0.30 -0.30 0.02
0.73 -0.99 -0.01
-0.59 0.02 0.41
0.82 -0.66 -0.15
-0.03 0.50 -0.15
-0.49 0.75 -0.19
-0.06 0.06 0.51
0.95 0.23 -0.26
0.29 -0.15 -0.04
-0.96 0.49 0.04
-0.44 -0.47 0.05
1.50 -0.51 0.41
-0.54 -0.63 -0.25
0.15 1.11 1.10
0.15 0.19 -0.09
0.63 -0.64 0.27
0.02 0.27 -0.25
-0.65 -1.15 -0.66
-0.37 0.89 -0.10
0.00 -0.46 0.30
0.46 0.06 0.41
-0.07 0.17 0.39